This record from the OMol25 dataset describes a structure of composition C4H10N2 in a non-equilibrium geometry. The level of theory is ωB97M-V/def2-TZVPD.

The geometry in ORCA input format:
```
! RIJCOSX wB97M-V def2-TZVPD def2/J DEFGRID3
* xyz 0 1
C 0.4482 -0.6205 -0.1051
C -0.3094 -0.0740 0.9706
C 0.9215 -0.6538 2.2365
C -0.5730 0.2599 -1.4587
N -0.1186 1.4009 -2.0589
N -1.5890 -0.4138 -1.8412
H 0.4861 2.0071 -1.5245
H -0.7266 1.8777 -2.7189
H -2.0154 -0.0202 -2.6903
H 1.4729 -0.2933 -0.2594
H 0.2449 -1.6603 -0.3481
H -1.2312 -0.6018 1.2017
H -0.3607 1.0052 1.0878
H 1.9529 -0.3719 2.0224
H 0.8092 -1.7292 2.3643
H 0.5881 -0.1120 3.1218
*
```

E_tot = -7287.6761 eV
energy relative to the best compared isomer or geometry (same formula, charge and spin) = 284.0 kJ/mol
LUMO energy = 0.92 eV